(1)
C37H32BN7O4Sn as an isolated structure. Source: the OMol25 dataset; level of theory: wB97M-V/def2-TZVPD.

Values from the calculation:
orbital gap: 7.26 eV
E: -2352.2833 hartree
E_LUMO: -6.51 eV
M: 768.23 g/mol
energy relative to the best compared isomer or geometry (same formula, charge and spin): 0.00 kcal per mole
charge: +2
HOMO level: -13.77 eV

Element x y z (Å)
Sn 0.0044 -0.0838 -0.2456
C -0.8682 -5.2329 1.2235
C -1.2566 -3.8838 0.7277
C -2.5026 -3.4444 0.2688
C -2.3370 -2.1173 -0.0834
N -1.0633 -1.7819 0.1669
N -0.3975 -2.8554 0.6659
B 1.1439 -2.7575 0.8923
N 1.4467 -1.5253 1.8288
N 1.2281 -0.2363 1.4206
C 1.6038 0.6031 2.3939
C 2.1030 -0.1488 3.4451
C 1.9888 -1.4835 3.0554
C 2.4018 -2.7042 3.8007
C 1.4056 2.0446 2.2053
C 0.9699 2.8408 3.2615
C 0.7058 4.1863 3.0520
C 0.8694 4.7433 1.7898
C 1.3188 3.9581 0.7354
C 1.5942 2.6151 0.9450
N 1.8075 -2.4723 -0.4642
N 1.5540 -1.2895 -1.1096
C 2.3037 -1.2584 -2.2263
C 3.0093 -2.4512 -2.3178
C 2.6824 -3.1887 -1.1892
C 3.1811 -4.5275 -0.7683
C 2.3783 -0.0597 -3.0781
C 2.8569 1.1266 -2.5271
C 2.9170 2.2766 -3.3000
C 2.5024 2.2408 -4.6243
C 2.0485 1.0525 -5.1793
C 1.9914 -0.1005 -4.4114
C -3.2487 -1.0721 -0.5959
C -3.1876 -0.6870 -1.9332
C -3.9927 0.3491 -2.3922
C -4.8546 0.9953 -1.5166
C -4.9246 0.6036 -0.1837
C -4.1242 -0.4297 0.2783
H -1.7449 -5.8739 1.2620
H -0.4361 -5.1753 2.2220
H -0.1346 -5.6977 0.5645
H -3.4054 -4.0272 0.2107
H 1.5531 -3.7547 1.3861
H 2.5342 0.2156 4.3616
H 2.7670 -2.4243 4.7853
H 3.1990 -3.2307 3.2760
H 1.5658 -3.3919 3.9234
H 0.8347 2.4048 4.2438
H 0.3765 4.8034 3.8774
H 0.6742 5.7961 1.6342
H 1.4874 4.3987 -0.2390
H 2.0191 2.0247 0.1363
H 3.7116 -2.7241 -3.0864
H 3.8864 -4.9006 -1.5061
H 2.3648 -5.2449 -0.6832
H 3.6872 -4.4755 0.1955
H 3.2371 1.1289 -1.5105
H 3.3130 3.1923 -2.8800
H 2.5509 3.1352 -5.2303
H 1.7376 1.0238 -6.2147
H 1.6288 -1.0257 -4.8412
H -2.5180 -1.1998 -2.6133
H -3.9518 0.6394 -3.4337
H -5.4930 1.7906 -1.8794
H -5.6168 1.0889 0.4919
H -4.1910 -0.7502 1.3125
O -2.3891 1.6547 3.5246
C -1.8433 1.1606 2.4271
O -1.3713 0.0558 2.3192
C -1.9114 2.0975 1.2663
C -2.5798 3.3007 1.3216
C -2.7038 4.0618 0.1621
C -2.1764 3.5766 -1.0170
C -1.4970 2.3686 -0.9899
N -1.3499 1.6556 0.1269
C -0.9052 1.7878 -2.2536
O -1.0556 2.3241 -3.3090
O -0.2523 0.6515 -2.0666
H -2.3615 0.9867 4.2292
H -3.0104 3.6229 2.2581
H -3.2255 5.0092 0.1858
H -2.2638 4.0961 -1.9609

(2)
One molecule with the formula C6H8O2. Source: the OMol25 dataset; level of theory: wB97M-V/def2-TZVPD.

Values from the calculation:
orbital gap: 9.99 eV
E: -383.7514 hartree
E_LUMO: 0.91 eV
M: 112.13 g/mol
energy relative to the best compared isomer or geometry (same formula, charge and spin): 99.61 kcal per mole
structure (SMILES): C[C@]12COC=C[C@@H]1O2
HOMO level: -9.08 eV

Element x y z (Å)
C -0.9233 -0.5583 1.2406
C -0.8215 -0.3396 -0.2636
C 0.2113 -1.2077 -0.9238
O 1.4563 -0.7143 -0.3299
C 1.4968 0.6001 0.1452
C 0.5867 1.5654 0.0581
C -0.5274 1.0077 -0.7669
O -1.8912 0.5093 -0.6303
H -1.7472 -1.2847 1.3686
H 0.0185 -0.9086 1.7472
H -1.1950 0.3399 1.7999
H 0.1585 -1.1329 -2.0332
H 0.1558 -2.2661 -0.6529
H 2.4488 0.6991 0.6697
H 0.8457 2.5889 0.4232
H -0.2729 1.1018 -1.8519

(3)
A 2-piece molecular cluster, C12H22N3O5 overall. Source: the OMol25 dataset; level of theory: wB97M-V/def2-TZVPD.

Values from the calculation:
orbital gap: 8.10 eV
E: -1011.0931 hartree
E_LUMO: 2.88 eV
M: 288.32 g/mol
energy relative to the best compared isomer or geometry (same formula, charge and spin): 0.00 kcal per mole
charge: -1
HOMO level: -5.22 eV

Element x y z (Å)
O 2.0746 -2.4983 1.1604
O -1.1079 4.6802 0.1802
O -1.7481 -0.1699 -0.8780
O -0.6993 -5.3230 0.3746
O -2.0645 -1.3345 -2.7272
C 1.3822 -1.6542 0.6075
C -0.2456 3.8589 0.4395
C -2.1834 -1.1732 -1.4948
C -0.4721 -4.2062 -0.0913
N -0.2047 2.7397 -0.3445
N -0.0021 -4.0288 -1.3336
N 0.0788 -1.7871 0.4038
C 1.9979 -0.3680 0.1140
C 0.2737 -5.1075 -2.2763
C 1.4303 6.5183 1.0446
C 0.8051 4.1011 1.5245
C -2.8348 -2.3139 -0.6903
C 1.9086 5.0691 1.0553
C -2.2274 -2.5620 0.7097
C -0.7350 -2.9550 0.7668
H -1.0469 2.5494 -0.8872
H 0.3197 1.9394 -0.0112
H 0.0919 -3.0749 -1.6550
H -0.4132 -1.0158 -0.0493
H 1.6121 -0.1478 -0.8813
H 3.0790 -0.4844 0.0747
H 1.7291 0.4311 0.7994
H 0.8068 -4.7154 -3.1427
H -0.6675 -5.5531 -2.6013
H 0.8789 -5.8741 -1.7899
H 0.6296 6.6600 0.3126
H 1.0578 6.8076 2.0321
H 2.2571 7.1828 0.7774
H 1.2599 3.1420 1.7863
H 0.3157 4.4872 2.4233
H -2.7836 -3.2426 -1.2627
H -3.8937 -2.0815 -0.5583
H 2.7610 4.9898 1.7370
H 2.2542 4.7826 0.0562
H -2.3788 -1.6727 1.3240
H -2.7984 -3.3661 1.1765
H -0.4971 -3.2292 1.7946